No. 1
{
  "formula": "C19H12BrCl2N2O2Ru",
  "method": "ωB97M-V/def2-TZVPD",
  "multiplicity": 5,
  "total_charge": 3,
  "energy_ha": -4579.36295,
  "e_homo_ev": [-17.800, -17.780],
  "elements": ["Ru", "Cl", "C", "C", "C", "Cl", "C", "O", "C", "C", "O", "C", "H", "H", "H", "Br", "C", "C", "C", "C", "C", "C", "N", "C", "C", "C", "C", "C", "C", "N", "H", "H", "H", "H", "H", "H", "H", "H", "H"],
  "xyz": [[0.8411, 0.1908, -0.2222], [-1.4333, 6.9178, 1.0871], [-1.2413, 5.2472, 0.7760], [-2.3554, 4.3705, 0.4891], [-2.2030, 3.0098, 0.3190], [-3.4087, 1.8720, -0.0595], [-0.8727, 2.4929, 0.3484], [-0.6857, 1.2199, 0.5070], [0.2680, 3.4233, 0.2876], [1.4894, 2.9624, -0.1437], [1.6823, 1.9409, -0.9287], [0.0376, 4.7025, 0.7945], [-3.3602, 4.7704, 0.5217], [2.3749, 3.5973, 0.1105], [0.8394, 5.3682, 1.0494], [-4.2233, -3.6615, 3.9468], [-2.9836, -3.0049, 2.7011], [-2.4845, -1.7087, 2.8562], [-1.5137, -1.2276, 1.9276], [-1.0595, -2.0229, 0.8626], [-1.6172, -3.3221, 0.7379], [-2.5666, -3.8211, 1.6392], [0.0873, -1.6681, 0.1049], [0.6543, -2.5216, -0.8111], [1.7222, -2.0177, -1.6248], [2.3946, -2.7939, -2.6282], [3.5108, -2.2369, -3.2178], [3.9739, -0.9516, -2.8390], [3.2902, -0.2502, -1.8710], [2.2240, -0.8116, -1.2456], [-2.8711, -1.1320, 3.6848], [-1.0729, -0.2491, 2.0908], [-1.3219, -3.9647, -0.0760], [-2.9329, -4.8425, 1.5186], [0.3111, -3.5499, -0.9387], [2.0417, -3.7736, -2.9543], [4.0821, -2.8236, -3.9338], [4.7939, -0.4613, -3.3451], [3.5889, 0.7310, -1.5213]]
}

=====

No. 2
{
  "formula": "C19H13AuCl5F5N3Se",
  "method": "ωB97M-V/def2-TZVPD",
  "e_above_lowest_kj_mol": 53.0,
  "total_charge": 1,
  "energy_ha": -6233.10451,
  "e_homo_ev": -11.540,
  "elements": ["Au", "Cl", "C", "C", "C", "Cl", "C", "Cl", "C", "Cl", "C", "Cl", "C", "C", "N", "C", "N", "C", "C", "C", "N", "C", "H", "H", "H", "H", "H", "H", "H", "H", "H", "H", "H", "H", "H", "F", "C", "C", "F", "C", "F", "C", "Se", "C", "F", "C", "F"],
  "xyz": [[0.2104, -0.2566, 1.1530], [2.3501, 0.0767, 3.5912], [2.1690, -1.5855, 3.0204], [0.9782, -1.7916, 2.1843], [0.3716, -3.0370, 2.2580], [-0.9468, -3.3872, 1.1983], [0.7324, -3.9870, 3.2185], [-0.1107, -5.4455, 3.3262], [1.8040, -3.7554, 4.1339], [2.2127, -4.9459, 5.2915], [2.5021, -2.5898, 4.0540], [3.8409, -2.2899, 5.0508], [-3.8418, 0.9385, -2.3067], [-3.7525, 0.0196, -1.1054], [-2.4357, 0.1687, -0.5099], [-1.7304, 1.3202, -0.4938], [-0.5553, 1.3397, 0.1175], [0.2444, 2.5599, 0.0237], [-0.6477, 3.7824, 0.1177], [-1.6504, 3.7247, -1.0127], [-2.2553, 2.3963, -1.1111], [-3.5108, 2.3470, -1.8605], [-4.8423, 0.9162, -2.7360], [-3.1356, 0.6109, -3.0721], [-3.8748, -1.0226, -1.3947], [-4.5366, 0.2604, -0.3811], [-1.9872, -0.6267, -0.0846], [0.8028, 2.5763, -0.9204], [0.9734, 2.5505, 0.8325], [-0.0647, 4.6999, 0.0477], [-1.1617, 3.7804, 1.0813], [-1.1720, 3.9698, -1.9659], [-2.4575, 4.4433, -0.8572], [-3.3988, 3.0072, -2.7221], [-4.3168, 2.7525, -1.2401], [2.1447, -0.7714, -4.1619], [2.3755, -0.9820, -2.8845], [2.9500, -0.0875, -2.0630], [3.3486, 1.1136, -2.4533], [3.1351, -0.3747, -0.6036], [3.4548, 0.6813, 0.1059], [3.0003, -1.6102, -0.0557], [3.6567, -2.0605, 1.6648], [2.7828, -2.5009, -1.2048], [3.8751, -3.0800, -1.6975], [1.8319, -2.0708, -2.0642], [0.6377, -1.7770, -1.5085]]
}

=====

No. 3
{
  "formula": "C19H13Cl2FN2O2S",
  "method": "ωB97M-V/def2-TZVPD",
  "e_above_lowest_kj_mol": 81.5,
  "smiles": "N#Cc1ccc([C@H](F)S(=O)(=O)c2ccccc2)cc1.Clc1cccc(Cl)n1",
  "energy_ha": -2410.15932,
  "e_homo_ev": -9.600,
  "elements": ["N", "C", "C", "C", "C", "C", "C", "F", "S", "O", "O", "C", "C", "C", "C", "C", "C", "C", "C", "H", "H", "H", "H", "H", "H", "H", "H", "H", "H", "Cl", "C", "C", "C", "C", "C", "Cl", "N", "H", "H", "H"],
  "xyz": [[7.7751, 5.0670, -1.0567], [7.0736, 4.8517, -0.1531], [6.2359, 4.7155, 1.0218], [5.4680, 3.5415, 1.0802], [4.4995, 3.3690, 2.1029], [4.5413, 4.3190, 3.2029], [3.7808, 3.9377, 4.4360], [2.4585, 3.8188, 3.8152], [3.4592, 5.4886, 5.5300], [2.9196, 6.5063, 4.6660], [4.5275, 5.8767, 6.3582], [2.0909, 4.8545, 6.5135], [0.7770, 5.0888, 6.1874], [-0.2039, 4.3342, 6.9100], [0.2040, 3.4362, 7.8973], [1.5116, 3.3562, 8.2895], [2.5339, 4.0995, 7.6156], [5.1420, 5.5235, 2.9937], [6.0587, 5.6828, 1.9911], [5.5997, 2.6544, 0.4121], [3.8101, 2.5202, 2.1522], [3.7707, 3.0465, 4.9127], [0.4728, 5.7904, 5.4138], [-1.2363, 4.4655, 6.6577], [-0.5712, 2.7981, 8.4143], [1.8528, 2.7471, 9.1158], [3.5532, 4.0757, 7.9077], [5.0761, 6.3273, 3.6610], [6.7371, 6.4768, 1.9222], [0.9032, -0.8791, 0.6634], [-0.3141, -1.3470, 1.7797], [-1.6724, -1.4531, 1.3790], [-2.5969, -1.8889, 2.3227], [-2.1632, -2.2071, 3.6093], [-0.7839, -2.0241, 3.9096], [-0.1697, -2.3530, 5.4786], [0.1117, -1.6511, 3.0032], [-1.9094, -1.1813, 0.3575], [-3.6694, -1.9462, 2.0679], [-2.7975, -2.5685, 4.4042]]
}

=====

No. 4
{
  "formula": "C19H13Cl3IrO3PSe2",
  "method": "ωB97M-V/def2-TZVPD",
  "e_above_lowest_kj_mol": 0.0,
  "energy_ha": -7586.76132,
  "e_homo_ev": -7.779,
  "elements": ["Ir", "Cl", "C", "C", "C", "Cl", "C", "O", "C", "Cl", "C", "H", "H", "Se", "P", "Se", "C", "C", "C", "C", "C", "C", "C", "C", "C", "C", "C", "C", "H", "H", "H", "H", "H", "H", "H", "H", "H", "H", "O", "C", "O", "H"],
  "xyz": [[-2.1208, -0.7396, 0.3047], [-5.5146, 3.7636, 4.6148], [-4.5320, 3.0047, 3.3946], [-4.3319, 1.6417, 3.4276], [-3.5466, 1.0839, 2.4358], [-3.2595, -0.6498, 2.4482], [-2.9278, 1.7951, 1.4057], [-2.1678, 1.2655, 0.4902], [-3.1745, 3.1855, 1.4280], [-2.4549, 4.1602, 0.1929], [-3.9559, 3.7789, 2.3954], [-4.7719, 1.0297, 4.2021], [-4.1165, 4.8473, 2.3709], [-0.9020, -0.8035, -1.8049], [0.8842, -0.7855, -0.5553], [0.0543, -0.8076, 1.4476], [1.9523, -2.2036, -0.8964], [2.4348, -2.9933, 0.1397], [3.2371, -4.0909, -0.1429], [3.5505, -4.4034, -1.4555], [3.0645, -3.6182, -2.4941], [2.2643, -2.5241, -2.2174], [1.8814, 0.6889, -0.8830], [2.2863, 1.5182, 0.1548], [3.0276, 2.6599, -0.1210], [3.3578, 2.9757, -1.4282], [2.9457, 2.1523, -2.4697], [2.2055, 1.0156, -2.2001], [2.1773, -2.7591, 1.1645], [3.6058, -4.7074, 0.6662], [4.1664, -5.2659, -1.6743], [3.3000, -3.8665, -3.5206], [1.8684, -1.9338, -3.0347], [2.0114, 1.2820, 1.1744], [3.3325, 3.3088, 0.6893], [3.9276, 3.8706, -1.6416], [3.1890, 2.4058, -3.4930], [1.8623, 0.3976, -3.0205], [-3.9776, -1.2301, -0.6089], [-3.7377, -2.4528, -0.3872], [-2.6480, -2.7687, 0.1899], [-4.4469, -3.2276, -0.6880]]
}

=====

No. 5
{
  "formula": "C19H13Co2N2O6",
  "method": "ωB97M-V/def2-TZVPD",
  "e_above_lowest_kj_mol": 197.2,
  "total_charge": -1,
  "energy_ha": -4058.17192,
  "e_homo_ev": -2.552,
  "elements": ["O", "C", "Co", "C", "O", "C", "O", "C", "C", "C", "C", "C", "C", "C", "C", "C", "Co", "C", "O", "C", "O", "C", "O", "H", "H", "H", "H", "H", "H", "H", "C", "C", "C", "N", "C", "N", "H", "H", "H", "H", "H", "H"],
  "xyz": [[1.5418, 0.8376, -2.7932], [1.0364, 0.3124, -1.8537], [0.6028, 0.1265, -0.0732], [-0.2503, -0.4507, -1.7422], [-1.3468, 0.0805, -2.3143], [2.0576, -0.4818, 0.7141], [2.9211, -0.9466, 1.3323], [-0.1333, 1.6547, 0.6659], [0.7382, 2.6547, 1.2062], [1.5147, 2.3299, 2.3339], [2.5361, 3.1814, 2.7414], [2.7882, 4.3570, 2.0322], [1.9661, 4.7071, 0.9589], [0.9437, 3.8735, 0.5469], [-1.0563, 1.2459, -0.2765], [-1.5835, 1.4130, -1.6189], [-1.3720, 0.4025, 1.2129], [-0.5036, -1.2039, 1.4708], [-0.3406, -2.2719, 1.9105], [-2.7876, -0.3534, 0.5486], [-3.7188, -0.8493, 0.0822], [-1.9562, 1.0186, 2.7169], [-2.3992, 1.4160, 3.7242], [1.3402, 1.3973, 2.8772], [3.1527, 2.9058, 3.5958], [3.6108, 5.0063, 2.3288], [2.1263, 5.6336, 0.4288], [0.2858, 4.1205, -0.2784], [-2.6659, 1.5344, -1.7177], [-1.0686, 2.2013, -2.1918], [-1.6644, -5.2051, -1.4964], [-0.9545, -3.9091, -1.6190], [-1.3342, -2.6636, -1.9560], [-0.1818, -1.8292, -1.8686], [0.8386, -2.6009, -1.3779], [0.3899, -3.8374, -1.3101], [-2.7447, -5.0393, -1.5987], [-1.3626, -5.9361, -2.2702], [-1.4823, -5.6698, -0.5103], [-2.2876, -2.2932, -2.3071], [1.8589, -2.2447, -1.2867], [0.9449, -4.6243, -0.9677]]
}